1.
24
Properties=species:S:1:pos:R:3 method="wB97M-V/def2-TZVPD" charge=+2 s2=8.75 multiplicity=6 e_homo_ev="-14.9 / -14.9" orbital_gap_ev="2.98 / 2.79" energy_ha=-2544.770757
C -0.925 2.911 2.119
C -0.681 2.689 0.635
Cl -1.143 4.156 -0.274
C -1.443 1.505 0.046
C -1.061 0.204 0.732
O -1.011 -0.866 -0.286
C -0.204 -1.878 -0.057
O -0.070 -2.548 0.911
C 0.614 -2.195 -1.370
S 2.267 -2.658 -1.021
O 2.922 -3.065 -2.363
O 2.439 -3.623 -0.012
H -0.149 3.548 2.538
H -1.890 3.390 2.278
H -0.912 1.974 2.681
H 0.385 2.551 0.441
H -2.516 1.679 0.130
H -1.209 1.424 -1.016
H -1.753 -0.082 1.521
H -0.074 0.282 1.195
H 0.135 -3.016 -1.913
H 0.640 -1.304 -2.004
H 2.914 -1.499 -0.767
Mn 2.726 -3.579 -4.146

=====

2.
20
Properties=species:S:1:pos:R:3 method="wB97M-V/def2-TZVPD" e_above_lowest_kcal_mol=17.3 e_homo_ev=-7.2 orbital_gap_ev=7.18 energy_ha=-804.873997
C 2.292 -1.399 0.339
C 1.873 0.082 0.402
N 0.484 0.298 0.333
C -0.155 1.573 0.280
C -1.428 1.359 -0.125
N -1.605 -0.024 -0.195
C -0.445 -0.614 0.038
C -2.853 -0.723 -0.321
H 3.416 -1.244 0.623
H 2.188 -1.899 -0.620
H 1.793 -2.055 1.067
H 2.357 0.562 -0.487
H 2.148 0.608 1.352
H 0.468 2.488 0.241
H -2.227 2.077 -0.308
H -0.187 -1.677 0.188
H -3.387 -0.396 -1.261
H -3.471 -0.414 0.559
H -2.628 -1.728 -0.292
Cl 1.366 3.127 -1.812

=====

3.
20
Properties=species:S:1:pos:R:3 method="wB97M-V/def2-TZVPD" e_above_lowest_kcal_mol=15.5 e_homo_ev=-6.9 orbital_gap_ev=6.79 energy_ha=-804.876852
C 0.125 -0.875 -2.663
C 0.160 0.523 -1.941
N -0.069 0.404 -0.507
C 0.179 1.426 0.407
C 0.055 0.916 1.609
N -0.159 -0.443 1.399
C -0.247 -0.723 0.158
C -0.305 -1.433 2.479
H 0.897 -1.569 -2.296
H 0.322 -0.710 -3.713
H -0.822 -1.395 -2.734
H -0.655 1.173 -2.324
H 1.137 1.069 -2.046
H 0.350 2.524 0.315
H 0.194 1.385 2.576
H -0.378 -1.678 -0.270
H 0.686 -1.669 2.879
H -0.714 -2.368 2.065
H -1.002 -1.067 3.234
Cl 0.244 4.506 1.373

=====

4.
23
Properties=species:S:1:pos:R:3 method="wB97M-V/def2-TZVPD" e_above_lowest_kcal_mol=7.4 e_homo_ev=-9.6 orbital_gap_ev=8.36 energy_ha=-1353.498098
C 1.164 1.811 -0.278
C -0.368 0.042 -0.998
C -1.092 -1.851 0.275
C 1.392 -1.552 0.043
C -0.223 2.171 -2.154
C 0.031 -0.809 0.200
N 0.144 1.335 -1.043
N 0.127 -0.070 1.488
O 1.711 2.853 -0.542
O -1.159 -0.293 -1.780
S -0.647 -0.596 2.745
Cl -2.647 -0.073 3.624
H 1.514 1.212 0.660
H -0.936 -2.371 1.215
H -2.053 -1.343 0.531
H -1.251 -2.589 -0.580
H 2.184 -0.891 -0.197
H 1.606 -2.067 1.055
H 1.377 -2.224 -0.741
H 0.277 2.030 -3.047
H -1.242 2.024 -2.323
H 0.139 3.013 -1.764
H -0.049 0.238 3.612

=====

5.
21
Properties=species:S:1:pos:R:3 method="wB97M-V/def2-TZVPD" e_above_lowest_kcal_mol=66.6 charge=+1 e_homo_ev=-11.8 orbital_gap_ev=8.69 energy_ha=-859.318398
C 3.474 0.827 -0.834
C 2.180 1.345 -0.460
C 4.050 -0.280 -0.451
C -1.599 -2.214 0.388
C -1.942 -1.083 -0.198
C 1.213 0.767 0.229
N 4.574 -1.179 0.141
N 0.110 1.597 0.888
N -2.144 0.088 0.545
Cl 1.254 -0.738 1.002
H 4.048 1.526 -1.583
H 1.938 2.434 -0.744
H -1.189 -3.067 0.036
H -1.786 -2.332 1.481
H -1.748 -0.707 -1.220
H 4.891 -2.143 -0.055
H -0.171 2.550 0.578
H 0.313 1.719 1.862
H -2.295 -0.242 1.558
H -2.965 0.600 0.222
H -0.728 0.996 0.761

=====

6.
27
Properties=species:S:1:pos:R:3 method="wB97M-V/def2-TZVPD" e_homo_ev=-10.9 orbital_gap_ev=10.73 energy_ha=-2018.381930
O 3.134 -2.787 -0.492
S 2.783 -1.727 0.484
O 3.906 -1.297 1.349
Cl 1.331 -2.527 1.721
C 2.141 -0.310 -0.475
C 1.804 0.944 0.381
C 0.752 1.801 -0.441
C -0.682 1.757 0.186
C -1.379 0.396 -0.007
O -0.806 -0.475 0.975
C -2.910 0.267 0.289
O -3.114 -1.175 0.098
S -2.110 -1.616 -1.149
O -1.150 -2.701 -0.916
O -3.013 -1.966 -2.255
O -1.262 -0.191 -1.302
H 2.954 -0.055 -1.182
H 1.280 -0.633 -1.082
H 2.671 1.588 0.588
H 1.345 0.699 1.352
H 1.084 2.856 -0.403
H 0.752 1.517 -1.508
H -1.291 2.575 -0.247
H -0.559 2.003 1.258
H -0.946 -0.052 1.820
H -3.628 0.719 -0.411
H -3.087 0.389 1.370

=====

7.
20
Properties=species:S:1:pos:R:3 method="wB97M-V/def2-TZVPD" e_above_lowest_kcal_mol=49.7 e_homo_ev="-7.6 / -8.7" orbital_gap_ev="7.64 / 8.88" energy_ha=-732.477270
C 1.938 -0.776 -0.096
C -0.905 0.453 2.127
C -0.908 0.733 -2.336
C 0.964 -0.980 0.937
C 0.216 0.329 1.255
C -1.140 0.065 -1.087
F -2.345 0.462 -0.448
F -1.275 -1.274 -1.177
I 1.393 2.087 1.023
H 2.419 -1.614 -0.529
H 1.295 -0.298 -0.925
H 2.746 -0.091 0.148
H -1.996 0.208 1.715
H -1.025 1.491 2.391
H -0.614 -0.171 2.941
H -1.756 1.367 -2.617
H 0.032 1.351 -2.471
H -0.843 -0.157 -3.141
H 1.447 -1.420 1.821
H 0.356 -1.764 0.470

=====

8.
21
Properties=species:S:1:pos:R:3 method="wB97M-V/def2-TZVPD" e_above_lowest_kcal_mol=33.5 e_homo_ev=-8.4 orbital_gap_ev=9.37 energy_ha=-564.875677
C 1.715 0.244 0.051
C 1.031 1.532 -0.422
C 1.017 -0.974 -0.453
C -0.376 1.755 0.244
C -0.477 -1.270 -0.197
C -1.284 0.525 0.072
N -0.670 -1.914 1.108
O -1.167 -1.671 -1.282
F -1.916 0.321 1.250
F -2.224 0.618 -0.894
H 2.826 0.132 -0.351
H 1.527 0.157 1.185
H 1.690 2.410 -0.267
H 0.754 1.565 -1.525
H 1.063 -0.966 -1.637
H 1.541 -1.799 -0.077
H -0.413 2.054 1.328
H -1.039 2.523 -0.256
H -0.006 -1.595 1.694
H -1.618 -1.663 1.371
H -1.973 -1.983 -0.940

=====

9.
19
Properties=species:S:1:pos:R:3 method="wB97M-V/def2-TZVPD" e_above_lowest_kcal_mol=13.1 charge=+1 e_homo_ev=-13.2 orbital_gap_ev=9.35 energy_ha=-587.372523
C 1.129 -0.725 1.218
C 0.343 -0.824 0.161
C 1.253 1.366 0.231
C 2.055 0.407 1.082
C -0.733 -1.812 0.071
C -0.884 0.934 -1.238
N 0.418 0.521 -0.659
I 3.847 -0.083 -0.109
H 1.213 -1.419 2.113
H 0.636 1.847 0.948
H 1.865 2.135 -0.303
H 2.365 0.910 1.949
H -0.982 -2.032 -0.976
H -1.579 -1.475 0.630
H -0.272 -2.723 0.595
H -1.073 2.023 -1.156
H -0.928 0.519 -2.223
H -1.708 0.480 -0.698
H 1.049 0.321 -1.461

=====

10.
20
Properties=species:S:1:pos:R:3 method="wB97M-V/def2-TZVPD" e_above_lowest_kcal_mol=46.1 charge=+1 e_homo_ev=-12.5 orbital_gap_ev=7.17 energy_ha=-985.472007
C 3.219 0.006 0.366
C 1.703 0.463 -0.172
I 1.955 0.705 -2.376
C 0.565 -0.664 0.219
C -0.942 -0.107 -0.106
C -2.043 -1.087 -0.838
S -3.233 0.334 -1.304
C -2.950 1.068 0.437
N -1.691 0.711 0.931
H 3.481 0.438 1.421
H 3.305 -1.157 0.270
H 3.971 0.503 -0.417
H 1.398 1.471 0.358
H 0.794 -1.691 -0.334
H 0.621 -0.875 1.382
H -0.767 0.712 -0.957
H -2.582 -1.749 -0.019
H -1.637 -1.765 -1.701
H -3.808 1.686 0.942
H -1.360 0.998 1.898

=====

11.
18
Properties=species:S:1:pos:R:3 method="wB97M-V/def2-TZVPD" e_above_lowest_kcal_mol=64.0 charge=-1 s2=0.77 multiplicity=2 e_homo_ev="0.5 / -2.1" orbital_gap_ev="3.66 / 6.18" energy_ha=-289.793765
C -1.700 1.190 -0.922
C -1.218 -0.031 -0.131
N 0.925 -1.976 -1.489
C 1.036 -1.254 -0.303
C 0.322 -0.152 0.100
C 0.938 0.969 0.854
C 0.993 0.818 2.245
H -1.224 2.083 -0.524
H -1.560 1.053 -1.987
H -2.778 1.348 -0.673
H -1.752 -0.126 0.853
H -1.514 -0.931 -0.721
H 1.496 -2.796 -1.557
H 0.604 -1.722 -2.422
H 1.613 -1.766 0.466
H 1.538 1.839 0.542
H 1.378 -0.151 2.681
H 0.906 1.605 2.989

=====

12.
18
Properties=species:S:1:pos:R:3 method="wB97M-V/def2-TZVPD" e_above_lowest_kcal_mol=45.4 charge=-1 s2=0.78 multiplicity=2 e_homo_ev="0.1 / -2.1" orbital_gap_ev="3.92 / 6.09" energy_ha=-289.823370
C 0.057 -1.960 -1.756
C 1.290 -1.139 -1.728
C 1.047 0.380 -1.272
C 0.653 0.417 0.175
C -0.288 1.224 0.793
N -0.808 0.573 1.964
C -1.969 0.977 2.427
H 0.137 -2.974 -2.088
H -0.631 -2.024 -0.792
H -0.639 -1.537 -2.510
H 2.046 -1.546 -0.978
H 1.848 -1.104 -2.708
H 2.126 1.006 -1.264
H 0.215 0.702 -1.941
H 0.938 -0.527 0.762
H -0.455 2.232 0.609
H -2.797 1.305 1.790
H -1.877 1.060 3.540

=====

13.
18
Properties=species:S:1:pos:R:3 method="wB97M-V/def2-TZVPD" e_above_lowest_kcal_mol=65.3 e_homo_ev=-9.2 orbital_gap_ev=10.02 energy_ha=-289.867604
C -1.098 0.663 -1.966
C 0.168 0.129 -1.356
C 0.234 -0.073 0.719
C 1.550 0.331 1.415
C -0.264 -1.439 1.252
C -0.820 0.890 0.701
N -1.707 1.545 0.337
H -2.015 0.072 -1.852
H -0.575 0.379 -2.920
H -1.311 1.739 -2.015
H 0.992 0.794 -1.652
H 0.315 -0.906 -1.658
H 1.882 1.328 1.119
H 1.483 0.331 2.520
H 2.341 -0.387 1.168
H -0.347 -1.478 2.355
H -1.255 -1.677 0.858
H 0.428 -2.241 0.973

=====

14.
18
Properties=species:S:1:pos:R:3 method="wB97M-V/def2-TZVPD" e_above_lowest_kcal_mol=51.5 e_homo_ev=-7.7 orbital_gap_ev=8.69 energy_ha=-289.889673
C 1.958 0.179 0.130
C 0.963 1.218 -0.300
C -0.291 0.487 -0.783
C -1.055 -0.183 0.360
C -2.228 -1.028 -0.174
C -0.156 -0.999 1.311
N 1.139 -0.785 1.096
H 1.923 -1.170 1.583
H 2.389 -0.381 -0.725
H 2.837 0.621 0.656
H 0.726 1.826 0.584
H 1.341 1.897 -1.070
H -0.943 1.187 -1.307
H 0.003 -0.287 -1.509
H -1.508 0.609 0.985
H -2.896 -0.426 -0.808
H -1.861 -1.860 -0.786
H -2.824 -1.451 0.642

=====

15.
18
Properties=species:S:1:pos:R:3 method="wB97M-V/def2-TZVPD" e_above_lowest_kcal_mol=23.0 e_homo_ev=-11.0 orbital_gap_ev=12.02 energy_ha=-289.935048
C 1.853 -0.639 0.020
C 0.564 0.067 0.442
C 0.574 1.535 0.004
C -0.682 -0.753 -0.011
C -2.020 -0.151 0.437
C -0.662 -0.587 -2.543
N -0.704 -0.977 -1.429
H 1.860 -1.687 0.344
H 2.730 -0.147 0.454
H 1.964 -0.624 -1.070
H 0.506 0.041 1.542
H 1.469 2.041 0.391
H -0.297 2.086 0.373
H 0.592 1.613 -1.089
H -0.580 -1.745 0.392
H -2.838 -0.802 0.117
H -2.039 -0.085 1.531
H -2.201 0.849 0.025

=====

16.
18
Properties=species:S:1:pos:R:3 method="wB97M-V/def2-TZVPD" e_above_lowest_kcal_mol=86.9 e_homo_ev=-8.1 orbital_gap_ev=9.29 energy_ha=-289.833168
C -3.330 -0.545 0.098
C -1.934 0.038 -0.397
C -0.838 -0.733 -0.595
N 0.391 -0.400 -1.179
C 1.584 0.535 -0.594
C 2.640 0.948 1.703
C 1.824 0.210 0.950
H -3.275 -1.083 0.941
H -4.028 0.229 0.459
H -3.752 -0.949 -0.823
H -2.135 0.931 -1.057
H -0.842 -1.779 -0.097
H 0.810 -1.083 -1.765
H 1.116 1.513 -0.781
H 2.561 0.344 -0.933
H 3.153 1.835 1.303
H 2.595 0.836 2.834
H 1.378 -0.706 1.182

=====

17.
18
Properties=species:S:1:pos:R:3 method="wB97M-V/def2-TZVPD" e_above_lowest_kcal_mol=86.7 e_homo_ev=-8.8 orbital_gap_ev=10.01 energy_ha=-289.833546
C 1.834 0.007 -0.087
C 0.856 -1.251 0.198
C -0.406 -0.702 -0.422
C -1.953 -0.651 0.088
C -0.516 0.670 0.218
C 0.813 1.399 -0.040
H 2.605 0.212 0.786
H 2.470 -0.078 -0.950
H 1.289 -2.018 -0.552
H 0.657 -1.557 1.234
H -0.212 -0.688 -1.578
H -2.118 -0.918 1.102
H -2.809 -1.103 -0.445
H -2.143 1.308 -0.856
H -0.455 0.526 1.268
H 1.241 1.975 0.930
H 0.851 2.071 -0.883
N -2.003 0.798 -0.011

=====

18.
18
Properties=species:S:1:pos:R:3 method="wB97M-V/def2-TZVPD" e_above_lowest_kcal_mol=137.8 e_homo_ev=-8.1 orbital_gap_ev=8.50 energy_ha=-289.752051
C 1.185 1.735 2.333
C 1.337 0.663 1.287
C 0.739 0.670 0.103
N 0.830 -0.391 -0.858
C -0.317 -0.408 -1.754
C -1.478 -2.325 -1.128
C -1.591 -0.910 -1.049
H 0.889 2.638 1.787
H 2.144 1.950 2.805
H 0.410 1.534 3.060
H 1.844 -0.238 1.628
H 0.443 1.619 -0.343
H 0.623 -1.218 -0.293
H -0.499 0.566 -2.240
H -0.205 -1.005 -2.657
H -2.301 -1.557 -1.827
H -2.185 -3.025 -0.672
H -1.866 -0.298 -0.181

=====

19.
18
Properties=species:S:1:pos:R:3 method="wB97M-V/def2-TZVPD" e_above_lowest_kcal_mol=49.6 e_homo_ev=-8.9 orbital_gap_ev=9.61 energy_ha=-289.892687
C -1.102 0.209 -2.329
C 2.174 -0.498 1.042
C 0.892 -0.386 1.278
C -1.643 1.319 -3.033
C 0.215 0.837 1.765
C 0.149 -1.759 1.299
N -0.550 -0.591 -1.725
H 2.635 -1.393 0.798
H 2.726 0.489 1.059
H -1.034 2.267 -2.666
H -2.667 1.470 -2.743
H -1.408 1.191 -4.177
H -0.681 0.951 1.165
H 0.787 1.781 1.575
H -0.080 0.634 2.793
H 0.759 -2.680 1.056
H -0.866 -1.770 0.678
H -0.305 -2.071 2.164

=====

20.
18
Properties=species:S:1:pos:R:3 method="wB97M-V/def2-TZVPD" e_above_lowest_kcal_mol=1.6 e_homo_ev=-11.4 orbital_gap_ev=12.27 energy_ha=-289.969108
C -2.459 -0.266 -0.984
C -1.403 0.186 0.021
C 0.026 -0.097 -0.450
C 1.056 -0.114 0.692
C 2.495 -0.278 0.186
C 0.943 1.099 1.520
N 0.850 2.054 2.166
H -3.466 -0.014 -0.637
H -2.314 0.209 -1.962
H -2.417 -1.352 -1.131
H -1.509 1.258 0.224
H -1.576 -0.322 0.979
H 0.074 -1.080 -0.939
H 0.330 0.642 -1.203
H 0.812 -0.958 1.351
H 2.568 -1.177 -0.434
H 2.792 0.585 -0.418
H 3.199 -0.374 1.018